#i
The following is a DFT calculation (wB97M-V/def2-TZVPD) of the molecule C9H14N4O.

```
28
Properties=species:S:1:pos:R:3
C -1.11 -0.33 -3.23
C -1.01 -0.02 -1.86
C 0.23 -0.70 -3.59
C -1.89 0.65 -0.92
C 0.86 0.09 -0.29
C 0.75 -1.03 -4.95
C -0.52 -0.77 2.94
C 0.13 1.61 2.62
C 0.25 0.14 2.01
N 0.98 -0.66 -2.52
N 0.27 -0.24 -1.54
N -1.29 0.92 0.30
N -0.23 0.06 0.65
O -3.04 1.05 -1.25
H -1.95 -0.51 -3.81
H 1.54 -0.68 -0.01
H 1.28 1.00 -0.40
H 0.49 -0.29 -5.68
H 1.81 -1.23 -4.80
H 0.33 -1.94 -5.33
H -1.58 -0.42 2.98
H -0.38 -1.77 2.66
H -0.14 -0.57 3.91
H 0.09 2.45 1.93
H 0.83 1.73 3.51
H -0.92 1.77 3.08
H 1.32 -0.08 2.06
H -1.91 1.12 1.16
```

For the LUMO energy, the calculation gives 0.691 eV. As for the HOMO energy: -8.57 eV. Its SMILES is Cc1cc2n(n1)CN(C(C)C)NC2=O.

=====

#ii
The following is a DFT calculation (wB97M-V/def2-TZVPD) of the molecule C9H14N4O.

```
28
Properties=species:S:1:pos:R:3
N 1.26 5.07 0.71
O 0.53 -4.32 0.80
C 0.61 4.10 0.54
C -0.07 -3.32 0.48
N -1.42 -3.40 0.53
N 0.47 1.56 0.30
N -0.06 -0.72 0.31
C 1.13 0.29 -1.69
C -1.23 0.57 -1.27
C -0.41 1.85 1.44
C 1.08 -1.08 1.11
C -0.20 2.87 0.30
C 0.56 -2.01 -0.01
C 0.12 0.44 -0.57
H -1.85 -4.25 0.88
H -1.90 -2.52 0.57
H 0.93 -0.59 -2.30
H 1.14 1.14 -2.34
H 2.14 0.20 -1.26
H -1.44 -0.38 -1.84
H -2.04 0.68 -0.52
H -1.23 1.42 -1.98
H 0.04 1.99 2.44
H -1.45 1.44 1.47
H 0.94 -1.43 2.13
H 2.02 -0.55 0.98
H -1.02 3.08 -0.43
H 1.32 -2.16 -0.76
```

For the LUMO energy, the calculation gives 0.564 eV. As for the HOMO energy: -9.76 eV. Its SMILES is CC(C)(N1C[C@H]1C#N)N1C[C@H]1C(N)=O.

=====

Stability comparison, relative energies in hartree: #i 0.0000; #ii 0.0171

=====

#i
The following is a DFT calculation (wB97M-V/def2-TZVPD) of the molecule C6H12N2S.

```
21
Properties=species:S:1:pos:R:3
C -0.29 -0.28 -0.29
C 0.93 -0.88 -0.23
C -0.15 1.24 -0.45
C -1.63 -0.89 -0.62
C 1.23 -2.32 -0.14
C -0.27 2.06 0.81
N 2.34 0.58 1.18
N 1.16 1.54 -1.04
S 2.25 0.27 -0.30
H -0.97 1.55 -1.22
H -1.52 -1.56 -1.60
H -2.46 -0.12 -0.63
H -1.83 -1.38 0.27
H 0.54 -2.77 0.56
H 2.34 -2.32 0.17
H 1.13 -2.82 -1.08
H 0.72 1.64 1.36
H -1.28 1.90 1.25
H -0.01 3.05 0.55
H 3.31 0.77 1.49
H 1.22 1.42 -1.99
```

For the LUMO energy, the calculation gives 0.717 eV. As for the HOMO energy: -8.67 eV.

=====

#ii
The following is a DFT calculation (wB97M-V/def2-TZVPD) of a 2-piece molecular cluster, C6H12N2S overall.

```
21
Properties=species:S:1:pos:R:3
C -1.45 -1.67 -0.79
C -1.06 -1.65 1.93
C -1.29 -1.10 0.62
C -1.60 0.56 1.97
N -1.31 -0.51 2.76
N -1.62 0.34 0.68
H -0.67 -2.59 2.13
H -1.49 -0.51 3.72
H -1.48 -0.75 -1.57
H -2.40 -2.13 -0.86
H -1.84 1.51 2.39
H -0.82 -2.56 -1.13
C 1.68 2.55 -1.91
C 1.97 -0.01 -0.76
S 0.76 0.95 -1.68
H 2.50 2.09 -2.61
H 1.09 3.36 -2.42
H 2.17 2.76 -0.89
H 2.87 -0.23 -1.37
H 1.54 -0.94 -0.32
H 2.46 0.54 0.10
```

For the LUMO energy, the calculation gives 0.909 eV. As for the HOMO energy: -7.90 eV. Its SMILES is Cc1c[nH]cn1.CSC.

=====

Stability comparison, relative energies in hartree: #i 0.0680; #ii 0.0000

=====

#i
The following is a DFT calculation (wB97M-V/def2-TZVPD) of C42H39BaGeN6O8 as an isolated structure.

```
97
Properties=species:S:1:pos:R:3
Ba -0.64 1.30 -0.55
C -1.62 0.36 3.73
C -1.44 -0.65 2.59
C 0.02 -1.05 2.43
N 0.32 -1.60 1.11
C -0.48 -2.67 0.62
C -0.97 -3.60 1.45
C -1.85 -4.70 1.16
C -2.03 -5.33 -0.02
C -1.35 -5.01 -1.26
C -0.79 -3.84 -1.60
C -0.81 -2.59 -0.82
N -1.03 -1.44 -1.33
C -1.44 -1.38 -2.73
C -2.14 -0.07 -3.07
C -3.43 0.26 -2.31
N -3.21 0.70 -0.94
C -4.13 1.39 -0.32
C -5.32 1.88 -0.93
C -6.54 2.23 -0.40
C -7.00 2.16 0.91
C -6.20 1.86 2.00
C -4.83 1.71 2.09
C -3.80 1.79 1.09
N -2.54 2.07 1.33
C -2.16 2.63 2.62
C -1.15 1.77 3.38
H -1.09 -0.01 4.61
H -2.68 0.39 4.01
H -1.80 -0.21 1.66
H -2.06 -1.53 2.77
H 0.34 -1.73 3.23
H 0.64 -0.16 2.54
H -0.72 -3.49 2.50
H -2.37 -5.12 2.01
H -2.68 -6.19 -0.04
H -1.31 -5.81 -1.99
H -0.30 -3.77 -2.56
H -2.11 -2.22 -2.98
H -0.55 -1.48 -3.36
H -2.44 -0.16 -4.12
H -1.44 0.77 -3.09
H -4.07 -0.63 -2.32
H -3.94 1.02 -2.91
H -5.27 1.96 -2.01
H -7.27 2.56 -1.14
H -8.05 2.36 1.09
H -6.72 1.77 2.95
H -4.46 1.55 3.09
H -3.02 2.84 3.27
H -1.69 3.60 2.42
H -0.89 2.31 4.30
H -0.22 1.72 2.80
O 3.83 1.85 -2.03
C 2.61 1.72 -2.01
O 1.93 1.13 -1.10
C 1.83 2.24 -3.22
C 2.42 2.05 -4.45
C 1.76 2.42 -5.63
C 0.50 2.98 -5.60
C -0.08 3.17 -4.37
C 0.55 2.88 -3.12
O 0.01 3.21 -2.02
N -1.46 3.67 -4.37
O -1.74 4.56 -5.15
O -2.25 3.17 -3.58
N 2.39 2.18 -6.92
O 3.50 1.67 -6.93
O 1.80 2.53 -7.93
H 3.40 1.61 -4.50
H -0.02 3.25 -6.51
Ge 2.92 -0.18 1.26
C 4.65 -0.45 0.45
C 4.82 -0.94 -0.84
C 6.10 -1.15 -1.35
C 7.21 -0.85 -0.57
C 7.05 -0.35 0.71
C 5.77 -0.16 1.22
C 3.11 -0.80 3.13
C 2.83 0.04 4.20
C 2.92 -0.41 5.51
C 3.30 -1.73 5.76
C 3.58 -2.57 4.70
C 3.49 -2.11 3.39
H 2.36 1.25 1.41
H 3.95 -1.15 -1.45
H 6.22 -1.52 -2.35
H 8.20 -1.00 -0.98
H 7.92 -0.11 1.31
H 5.66 0.21 2.23
H 2.53 1.07 4.02
H 2.70 0.25 6.34
H 3.37 -2.09 6.78
H 3.88 -3.60 4.89
H 3.72 -2.78 2.57
O 1.89 -2.21 -0.40
C 1.58 -1.48 0.52
```

For the LUMO energy (spin up / spin down), the calculation gives 1.703 / 1.704 eV. As for the HOMO energy (spin up / spin down): -4.45 / -4.45 eV. As for the charge: -1.

=====

#ii
The following is a DFT calculation (wB97M-V/def2-TZVPD) of C42H39BaGeN6O8 as an isolated structure.

```
97
Properties=species:S:1:pos:R:3
Ba -0.36 -0.15 -0.42
C -4.77 0.02 -1.16
C -3.81 -1.17 -1.22
C -3.41 -1.79 0.13
N -2.46 -1.00 0.91
C -2.71 -0.47 2.06
C -4.05 -0.32 2.56
C -4.54 -0.13 3.82
C -3.90 -0.03 5.05
C -2.53 0.05 5.19
C -1.52 0.14 4.26
C -1.50 0.13 2.84
N -0.47 0.50 2.14
C 0.68 1.13 2.78
C 1.83 1.52 1.82
C 1.63 2.79 0.97
N 0.77 2.58 -0.20
C 0.02 3.61 -0.72
C 0.30 4.92 -0.46
C -0.30 6.10 -1.01
C -1.01 6.25 -2.14
C -1.37 5.20 -3.05
C -1.41 3.88 -2.81
C -1.18 3.21 -1.52
N -1.93 2.29 -1.05
C -3.16 1.95 -1.72
C -4.17 1.35 -0.72
H -5.61 -0.24 -0.51
H -5.21 0.15 -2.16
H -2.92 -0.89 -1.80
H -4.26 -1.98 -1.80
H -2.90 -2.72 -0.11
H -4.29 -2.06 0.72
H -4.80 -0.40 1.79
H -5.63 -0.08 3.85
H -4.51 0.01 5.94
H -2.18 0.09 6.22
H -0.54 0.28 4.70
H 1.08 0.47 3.55
H 0.35 2.02 3.33
H 2.15 0.69 1.19
H 2.68 1.72 2.48
H 2.60 3.18 0.65
H 1.15 3.54 1.61
H 1.08 5.12 0.27
H -0.05 7.02 -0.48
H -1.28 7.26 -2.44
H -1.67 5.51 -4.05
H -1.72 3.22 -3.61
H -2.95 1.23 -2.52
H -3.60 2.83 -2.21
H -4.98 2.06 -0.56
H -3.67 1.26 0.25
O -1.06 -4.19 -1.70
C -0.29 -3.28 -1.89
O -0.46 -2.04 -1.73
C 1.10 -3.55 -2.46
C 1.20 -4.19 -3.69
C 2.44 -4.30 -4.29
C 3.59 -3.78 -3.73
C 3.45 -3.17 -2.49
C 2.25 -3.08 -1.80
O 2.10 -2.61 -0.54
N 4.71 -2.52 -1.99
O 4.67 -1.94 -0.91
O 5.70 -2.63 -2.69
N 2.54 -4.99 -5.60
O 1.52 -5.39 -6.10
O 3.65 -5.11 -6.07
H 0.31 -4.59 -4.16
H 4.55 -3.83 -4.22
Ge 3.03 -3.35 0.87
C 3.95 -2.11 2.05
C 5.33 -1.99 2.00
C 6.02 -1.20 2.91
C 5.32 -0.53 3.90
C 3.94 -0.64 3.96
C 3.26 -1.42 3.04
C 1.56 -4.25 1.76
C 1.24 -4.15 3.12
C 0.12 -4.76 3.64
C -0.71 -5.50 2.82
C -0.41 -5.63 1.48
C 0.71 -5.01 0.96
H 3.98 -4.34 0.19
H 5.90 -2.50 1.23
H 7.09 -1.12 2.85
H 5.85 0.08 4.62
H 3.39 -0.10 4.72
H 2.18 -1.46 3.09
H 1.88 -3.58 3.79
H -0.11 -4.65 4.69
H -1.60 -5.96 3.23
H -1.07 -6.17 0.82
H 0.89 -5.12 -0.10
O 0.74 1.32 -2.17
C 1.47 1.60 -1.23
```

For the LUMO energy, the calculation gives 1.384 eV. As for the HOMO energy: -4.17 eV. As for the charge: -1.

=====

Stability comparison, relative energies in hartree: #i 0.0000; #ii 0.0856